Entry from the OMol25 dataset: a molecular structure, C29H32BrN2O4S3SbSe4V (wB97M-V/def2-TZVPD).

Each line ends with the Mulliken spin population.
Atoms and positions in Å:
Sb  0.645  -3.747  -2.912  -0.0293
Br  0.264  -0.317  -5.387  -0.0006
Se  0.418  -2.087  -1.034  -0.0743
Se  2.136  -3.304  -4.830  0.5163
Se  -1.495  -4.827  -3.265  -0.0040
Se  2.577  -5.122  -2.253  0.5345
V  -0.668  0.128  -0.705  2.0267
S  -0.161  -0.184  1.706  -0.0217
S  0.708  2.293  2.976  0.0004
S  -2.846  -1.519  0.679  -0.0054
O  -2.077  3.387  -1.346  0.0018
O  -2.122  1.448  -0.164  -0.0257
O  -2.477  -1.245  -0.770  -0.0055
O  0.720  1.312  -0.847  -0.0116
N  2.349  0.970  1.449  -0.0096
N  2.837  -0.097  0.719  0.0033
C  5.804  1.910  4.615  0.0002
C  -2.433  -0.595  -4.570  0.0030
C  3.858  -0.895  -1.291  0.0061
C  4.587  2.631  2.668  0.0003
C  -2.129  2.182  -1.251  0.0024
C  1.559  3.359  -1.667  0.0235
C  2.176  3.324  2.789  0.0005
C  4.653  2.058  5.376  -0.0001
C  -4.641  -1.654  0.653  0.0022
C  -2.609  -2.969  3.485  -0.0003
C  5.765  2.193  3.257  -0.0001
C  -1.244  0.047  -4.323  0.0147
C  -6.601  -2.331  -0.787  0.0004
C  2.657  4.121  -2.032  -0.0111
C  3.040  1.541  -1.046  0.0213
C  3.232  0.182  -0.460  0.0024
C  3.477  2.495  4.784  -0.0004
C  -3.440  0.620  -2.749  0.0287
C  1.178  0.926  1.926  0.0246
C  -2.386  -3.231  0.961  0.0060
C  -1.113  0.969  -3.279  -0.0382
C  3.946  3.607  -1.926  0.0176
C  4.121  2.317  -1.440  -0.0118
C  3.434  2.798  3.426  -0.0001
C  -2.223  1.265  -2.492  0.0498
C  1.744  2.058  -1.186  -0.0176
C  -3.541  -0.289  -3.775  -0.0052
C  -5.166  -2.644  -0.379  -0.0008
C  -2.948  -3.808  2.254  -0.0005
H  3.096  -1.376  -1.912  -0.0050
H  -2.651  -3.786  0.060  -0.0027
H  -7.260  -2.271  0.083  -0.0001
H  -1.545  -2.730  3.505  0.0002
H  6.649  2.052  2.647  0.0000
H  1.894  4.278  3.246  -0.0001
H  -2.866  -3.502  4.403  0.0000
H  -4.960  -1.873  1.675  0.0003
H  0.547  3.740  -1.738  0.0007
H  4.293  -1.666  -0.658  -0.0008
H  -2.495  -1.339  -5.352  0.0003
H  -2.517  -4.805  2.369  0.0000
H  -4.285  0.825  -2.104  -0.0003
H  6.720  1.554  5.073  0.0000
H  -5.103  -3.661  0.015  0.0001
H  -3.141  -2.016  3.494  0.0001
H  -4.030  -3.954  2.173  0.0001
H  5.119  1.901  -1.350  -0.0008
H  4.803  4.201  -2.221  0.0018
H  4.612  -0.483  -1.963  0.0015
H  2.503  5.127  -2.406  -0.0007
H  4.543  2.812  1.601  0.0004
H  -6.997  -3.096  -1.457  0.0000
H  -1.295  -3.182  0.992  0.0030
H  2.571  2.584  5.372  0.0001
H  2.335  3.486  1.724  -0.0002
H  -0.177  1.497  -3.155  -0.0104
H  -4.513  -2.609  -1.255  0.0000
H  4.667  1.821  6.434  0.0000
H  -4.956  -0.635  0.415  0.0000
H  -6.651  -1.371  -1.307  0.0000
H  -4.479  -0.799  -3.959  -0.0003

Results
net charge = -2
multiplicity = 4
⟨S²⟩ = 3.785
energy above the lowest of the compared OMol25 structures with the same formula, charge and spin = 2.028 eV
LUMO level (alpha / beta) = 3.681 / 3.680 eV
orbital gap (alpha / beta) = 5.92 / 6.01 eV
HOMO energy (alpha / beta) = -2.239 / -2.326 eV

Entry from the OMol25 dataset: a molecular structure, C31H33As2Cl3O2RuSbSe2Te2 (wB97M-V/def2-TZVPD).

Each line ends with the Löwdin charge.
Atoms and positions in Å:
Te  -1.961  -0.952  0.905  0.9261
Te  -1.986  1.445  3.166  0.4173
Sb  -0.644  2.090  -1.230  1.2303
Ru  0.386  0.278  0.392  -0.3806
Se  0.114  -1.723  1.879  0.1101
Se  0.106  1.881  2.115  -0.0547
As  1.218  -0.991  -1.581  1.1749
As  2.783  0.296  0.756  1.1542
Cl  -4.684  -3.730  -2.975  0.6564
Cl  -2.162  -4.872  -2.138  0.6760
Cl  -4.344  -4.614  -0.245  0.6467
O  -2.002  -2.556  -0.425  -0.4567
O  -3.699  -1.474  -1.373  -0.0132
C  3.285  0.061  2.604  -0.3905
C  -3.070  -2.487  -1.166  -0.8816
C  3.860  -0.241  5.304  -0.0661
C  -2.719  2.344  -0.909  -0.3022
C  3.272  3.058  0.221  -0.1518
C  2.558  1.420  -2.592  -0.1702
C  -3.539  -3.883  -1.652  -1.5043
C  2.577  -2.163  -0.824  -0.4023
C  3.871  1.804  0.256  -0.3927
C  0.722  -3.060  -3.568  -0.1112
C  3.271  -1.204  3.182  -0.1526
C  4.014  4.175  -0.137  -0.0693
C  2.404  0.050  -2.739  -0.3626
C  3.869  1.022  4.730  -0.0644
C  0.020  -3.617  -4.626  -0.0809
C  -0.654  1.905  -3.353  -0.2669
C  3.167  -0.610  -3.702  -0.0917
C  3.605  -1.256  -0.146  -0.3722
C  4.056  0.093  -4.499  -0.0593
C  5.218  1.669  -0.053  -0.0852
C  3.446  2.131  -3.389  -0.0613
C  3.583  1.176  3.380  -0.1121
C  4.195  1.468  -4.346  -0.0602
C  0.017  4.102  -1.052  -0.2944
C  5.956  2.785  -0.421  -0.0613
C  -1.758  -2.036  -4.290  -0.0812
C  -1.211  -3.095  -4.998  -0.0793
C  3.563  -1.354  4.530  -0.0650
C  -1.060  -1.482  -3.228  -0.1487
C  5.355  4.036  -0.466  -0.0671
C  0.191  -1.972  -2.879  -0.3636
H  -0.014  4.408  -0.007  0.0057
H  5.935  4.904  -0.750  0.1108
H  3.560  -2.341  4.973  0.1123
H  4.104  1.890  5.330  0.1111
H  -2.733  -1.649  -4.553  0.1119
H  3.558  3.198  -3.247  0.1106
H  0.434  -4.463  -5.160  0.1131
H  3.609  2.165  2.937  0.0987
H  -3.085  3.133  -1.565  0.0238
H  4.307  -0.859  -0.880  0.0635
H  -1.656  1.618  -3.669  0.0195
H  3.546  5.152  -0.158  0.1112
H  5.705  0.703  -0.008  0.1075
H  -1.758  -3.533  -5.822  0.1153
H  1.035  4.195  -1.428  -0.0005
H  4.087  -0.360  6.354  0.1107
H  -0.643  4.741  -1.637  0.0216
H  4.640  -0.433  -5.242  0.1114
H  -2.913  2.619  0.127  -0.0111
H  2.218  3.162  0.461  0.0473
H  -0.406  2.876  -3.780  0.0243
H  0.064  1.167  -3.697  -0.0080
H  3.043  -2.084  2.590  0.0798
H  4.890  2.015  -4.968  0.1112
H  2.014  1.946  -1.816  0.0214
H  3.076  -1.678  -3.844  0.0941
H  2.070  -2.821  -0.118  0.0434
H  4.177  -1.798  0.607  0.0749
H  1.674  -3.488  -3.281  0.0955
H  -3.231  1.409  -1.142  -0.0004
H  3.047  -2.773  -1.596  0.0711
H  -1.502  -0.667  -2.666  0.0722
H  7.004  2.678  -0.668  0.1118

Results
net charge = +1
multiplicity = 1
energy above the lowest of the compared OMol25 structures with the same formula, charge and spin = 0.000 eV
LUMO level (alpha / beta) = -5.242 / -5.247 eV
orbital gap (alpha / beta) = 5.43 / 5.45 eV
HOMO energy (alpha / beta) = -10.675 / -10.693 eV